1.
Below is a structure of composition C3H10N2O3 in a non-equilibrium geometry, with properties calculated with wB97M-V/def2-TZVPD.

Last column: Löwdin charge in e.
Atoms and positions in Å:
C1 -0.21833 -0.28926 -0.54724  -0.42
C2 -0.36480 -0.13410 0.89886  -0.22
C3 0.95460 -1.03091 -1.11268  0.00
N1 -0.87169 0.61073 -1.32915  0.15
N2 0.34297 -0.86257 1.81651  0.13
O1 0.84272 1.43213 0.83064  -0.28
O2 0.28034 2.59666 0.15742  -0.17
O3 -1.35210 -1.60734 0.03240  -0.13
H1 0.01921 3.15614 0.90042  0.07
H2 -2.22895 -1.21753 -0.08526  0.05
H3 -1.21141 0.43850 1.25357  0.15
H4 -0.69074 0.52724 -2.31910  0.11
H5 -0.83427 1.57625 -0.98693  0.09
H6 0.33005 -0.46986 2.74466  0.11
H7 1.27857 -1.10809 1.52834  0.10
H8 0.75161 -1.31456 -2.14493  0.09
H9 1.15349 -1.93948 -0.55107  0.09
H10 1.81872 -0.36395 -1.08645  0.10

Force components x, y, z for each atom (eV/Å):
C -1.34 -1.75 0.99
C 1.79 1.55 0.34
C -0.28 -0.13 0.10
N -0.02 0.20 -0.15
N -0.06 0.44 -0.39
O -0.55 -0.09 0.13
O 0.00 -0.22 0.26
O 0.38 0.55 -1.13
H 0.07 -0.08 -0.05
H 0.05 -0.03 -0.27
H 0.03 -0.20 -0.06
H 0.09 0.02 0.12
H -0.03 -0.28 0.10
H -0.04 0.02 -0.05
H -0.03 -0.01 0.00
H -0.02 0.02 0.00
H 0.03 -0.01 0.02
H -0.07 0.00 0.03

As for the net charge: 0. The molar mass comes out at 122.12 u. The calculation puts the HOMO energy at -8.160 eV. The value obtained for the HOMO-LUMO gap is 9.02 eV. For the energy above the lowest of the compared OMol25 structures with the same formula, charge and spin, the calculation gives 136.2 kcal per mole. The LUMO energy is 0.863 eV. As for the spin multiplicity: 1. For the strongest force on any atom, the calculation gives 2.42 eV/A.

---

2.
Below is a structure of composition C3H10N2O3 in a non-equilibrium geometry, with properties calculated with wB97M-V/def2-TZVPD.

Last column: Löwdin charge in e.
Atoms and positions in Å:
N1 -1.95516 2.49725 -0.31402  0.11
C1 -0.94133 1.55490 -0.24972  -0.66
O1 -0.82759 1.01678 0.91710  0.01
O2 -0.24599 1.27430 -1.25577  0.01
H1 -2.85714 2.05393 -0.09061  0.10
H2 -1.83611 3.19305 0.40088  0.08
C2 0.06878 -1.60816 -0.58483  -0.26
O3 -0.02971 -1.33525 -1.97611  -0.08
C3 1.36518 -1.04272 0.00084  -0.18
N2 1.16650 -0.46649 1.37849  0.05
H3 0.03834 -2.66052 -0.46814  0.10
H4 -0.76541 -1.14972 -0.05785  0.10
H5 -0.11694 -0.34835 -1.97497  0.05
H6 2.13853 -1.81556 0.01362  0.11
H7 1.70033 -0.21523 -0.63132  0.12
H8 0.93305 -1.20940 2.04250  0.13
H9 0.11916 0.31888 1.14128  0.07
H10 2.04550 -0.05769 1.70862  0.13

Force components x, y, z for each atom (eV/Å):
N -1.93 0.94 -0.80
C 1.76 -1.26 -1.39
O 1.11 -0.79 0.74
O -1.11 0.56 1.82
H 0.57 0.16 -0.22
H 0.17 0.22 0.36
C 0.10 1.09 -0.53
O 0.09 0.60 0.60
C 0.52 0.02 0.12
N 0.20 -0.77 -0.35
H -0.13 -1.09 0.17
H -0.24 -0.18 0.12
H 0.04 -0.68 -0.36
H 0.05 0.15 0.04
H -0.10 -0.18 0.12
H -0.01 0.24 -0.21
H -0.58 0.90 -0.08
H -0.49 0.06 -0.15

As for the net charge: 0. The molar mass comes out at 122.12 u. The calculation puts the HOMO energy at -9.482 eV. The value obtained for the HOMO-LUMO gap is 9.93 eV. For the energy above the lowest of the compared OMol25 structures with the same formula, charge and spin, the calculation gives 20.8 kcal per mole. The LUMO energy is 0.447 eV. As for the spin multiplicity: 1. For the strongest force on any atom, the calculation gives 2.57 eV/A.

---

3.
Below is a cluster of 2 separate species, C3H10N2O3 in total in a non-equilibrium geometry, with properties calculated with wB97M-V/def2-TZVPD.

Last column: Löwdin charge in e.
Atoms and positions in Å:
O1 -0.89581 -1.38267 1.38661  0.01
C1 0.20502 -1.48471 0.77476  -0.49
N1 1.24407 -1.94250 1.59983  0.12
C2 0.50080 -1.46680 -0.63754  -0.18
N2 0.07339 -0.35896 -1.48420  -0.05
C3 -1.19460 0.39601 -1.34335  -0.23
O2 -1.04857 1.58949 -0.49665  -0.12
H1 1.09181 -1.97413 2.57189  0.07
H2 2.24091 -1.59213 1.49417  0.13
H3 0.00262 -2.44909 -1.22640  0.19
H4 1.50813 -1.87923 -0.71028  0.11
H5 0.82204 0.28418 -1.64478  0.10
H6 -2.14164 -0.09465 -0.81722  0.17
H7 -1.41792 0.66191 -2.40828  0.11
H8 -0.40883 2.20377 -0.89184  0.07
H9 -0.95788 3.17478 1.38615  0.05
H10 0.45534 2.73878 1.29628  0.06
O3 -0.07889 3.57595 1.15084  -0.11

Force components x, y, z for each atom (eV/Å):
O 2.14 0.40 -2.67
C -2.84 -1.16 5.63
N 2.94 1.15 -1.66
C -1.82 -2.85 -3.64
N -0.35 -0.16 0.63
C -0.73 0.22 0.99
O 0.08 -0.99 -0.98
H -1.08 -0.03 1.06
H -1.81 -0.71 -0.60
H 0.63 2.07 2.25
H 0.49 1.28 -0.64
H 0.26 0.40 -0.14
H 2.56 0.28 -1.38
H -0.22 0.17 1.04
H -0.33 -0.17 0.08
H 0.85 0.89 -0.51
H -0.53 1.60 -0.33
O -0.23 -2.39 0.87

As for the net charge: 0. The molar mass comes out at 122.12 u. The calculation puts the HOMO energy at -9.301 eV. The value obtained for the HOMO-LUMO gap is 9.76 eV. For the energy above the lowest of the compared OMol25 structures with the same formula, charge and spin, the calculation gives 58.8 kcal per mole. The structure (SMILES) is NC(=O)CNCO.O. The LUMO energy is 0.460 eV. As for the spin multiplicity: 1. For the strongest force on any atom, the calculation gives 6.42 eV/A.

---

4.
Below is a structure of composition C3H10N2O3 in a non-equilibrium geometry, with properties calculated with wB97M-V/def2-TZVPD.

Last column: Löwdin charge in e.
Atoms and positions in Å:
H1 -0.09724 0.83500 -0.08255  0.01
O1 -0.30716 1.83004 -0.65897  -0.22
N1 0.04427 -0.37031 0.40138  0.04
H2 0.37703 2.50496 -0.60369  0.04
C1 0.12771 -1.38052 -0.55739  -0.07
C2 0.52420 -0.85987 1.54617  -0.11
C3 0.65347 -2.47092 0.02545  -0.08
N2 0.95084 -2.10837 1.33571  0.07
H3 1.38577 -2.74764 1.95484  0.14
H4 0.77412 -0.08838 2.25683  0.13
H5 0.97310 -3.44361 -0.29650  0.11
H6 -0.23997 -1.26821 -1.57287  0.11
O2 -0.62224 1.95099 1.97063  -0.11
H7 -0.73187 1.94450 0.96670  0.00
H8 -1.12623 2.68592 2.32303  0.03
O3 -1.22180 0.80851 -3.11384  -0.09
H9 -0.92662 1.01096 -2.20794  -0.03
H10 -0.53736 1.16695 -3.68698  0.03

Force components x, y, z for each atom (eV/Å):
H 0.08 1.33 -0.71
O -0.18 -0.74 0.38
N 0.27 -1.89 -0.25
H 0.09 -0.32 0.00
C -0.63 0.54 0.19
C 0.23 1.83 -1.99
C 0.82 -0.24 0.91
N -0.48 -0.27 -0.62
H 0.26 -0.14 0.79
H -0.15 -0.73 0.96
H -0.28 -0.07 -0.32
H 0.12 0.19 0.29
O 0.03 -0.24 -0.57
H -0.08 0.53 1.19
H -0.08 0.06 -0.14
O -0.01 -0.39 -0.11
H 0.04 0.52 -0.10
H -0.05 0.01 0.12

As for the net charge: 0. The molar mass comes out at 122.12 u. The calculation puts the HOMO energy at -9.926 eV. The value obtained for the HOMO-LUMO gap is 10.44 eV. For the energy above the lowest of the compared OMol25 structures with the same formula, charge and spin, the calculation gives 27.1 kcal per mole. The LUMO energy is 0.514 eV. As for the spin multiplicity: 1. For the strongest force on any atom, the calculation gives 2.71 eV/A.

---

5.
Below is the molecule C3H10N2O7S3 in a non-equilibrium geometry, with properties calculated with wB97M-V/def2-TZVPD.

Last column: Löwdin charge in e.
Atoms and positions in Å:
C1 2.18390 -0.45268 -1.83031  -0.11
C2 -0.43207 2.57558 0.34969  -0.10
C3 -2.18685 -1.58935 1.25055  -0.12
N1 1.68231 -0.60995 0.86016  -0.19
N2 -0.41209 0.00074 -0.15310  -0.24
O1 4.05804 -0.08073 -0.10203  -0.24
O2 2.27673 1.55856 -0.18898  -0.29
O3 -1.53909 1.47607 -1.86154  -0.26
O4 -2.69119 1.05546 0.22687  -0.31
O5 -1.83081 -1.56355 -1.36321  -0.24
O6 0.01358 -2.42815 -0.00239  -0.30
O7 0.55746 -0.09347 1.16525  -0.14
S1 2.69580 0.20737 -0.25223  0.62
S2 -1.46922 1.33828 -0.45545  0.60
S3 -1.11139 -1.54706 -0.17991  0.56
H1 2.88811 -0.23920 -2.54505  0.04
H2 1.86783 -1.49992 -1.66238  0.07
H3 1.21790 -0.07901 -2.24539  0.08
H4 -0.36254 1.99741 1.30684  0.08
H5 0.61851 2.46689 0.14979  0.02
H6 -0.84973 3.60783 0.24074  0.10
H7 -1.62783 -2.19845 2.02162  0.09
H8 -2.52643 -0.56373 1.48549  0.05
H9 -3.10499 -2.14983 1.06334  0.08
H10 1.68416 -1.65390 0.98296  0.15

Force components x, y, z for each atom (eV/Å):
C -3.43 -1.04 1.35
C -1.06 -1.21 0.96
C 0.39 -0.97 0.89
N 2.78 -2.02 0.12
N 0.82 -1.64 0.63
O 1.45 -1.21 0.93
O -0.27 1.02 0.49
O 0.29 0.21 -0.82
O -0.35 0.70 0.64
O -1.91 -0.37 -2.69
O -0.56 -0.24 0.18
O -2.88 2.34 -0.27
S -2.09 0.15 -1.86
S 1.34 0.30 0.30
S 1.44 0.82 2.18
H 2.12 -0.03 -1.45
H 1.06 0.14 -0.30
H 0.65 0.55 0.94
H -0.79 1.65 0.30
H 0.17 0.22 -1.41
H 0.23 -1.16 0.61
H -0.56 1.25 -0.53
H 0.68 -0.64 0.20
H 0.23 -0.08 -0.60
H 0.28 1.28 -0.80

As for the net charge: 0. The molar mass comes out at 282.32 u. The calculation puts the HOMO energy at -10.769 eV. The value obtained for the HOMO-LUMO gap is 10.36 eV. For the energy above the lowest of the compared OMol25 structures with the same formula, charge and spin, the calculation gives 3.3 kcal per mole. The structure (SMILES) is CS(=O)(=O)NON(S(C)(=O)=O)S(C)(=O)=O. The LUMO energy is -0.409 eV. As for the spin multiplicity: 1. For the strongest force on any atom, the calculation gives 3.84 eV/A.

---

6.
Below is a cluster of 2 separate species, C3H10N2P in total in a non-equilibrium geometry, with properties calculated with wB97M-V/def2-TZVPD.

Last column: Löwdin charge in e.
Atoms and positions in Å:
C1 -1.40030 0.22487 -0.36336  -0.48
C2 -2.75462 -0.22051 0.35543  0.04
C3 3.30442 -0.48094 0.79939  -0.38
N1 -1.43002 1.14247 -1.31317  0.16
N2 -0.35764 -0.24099 0.20708  0.13
P1 2.23824 0.65992 -0.25191  0.86
H1 -3.42961 0.61822 0.23100  0.09
H2 -2.56061 -0.52019 1.33366  0.05
H3 -3.05298 -1.17858 -0.12439  0.11
H4 4.30196 -0.45666 0.38920  0.03
H5 2.96052 -1.43534 0.71965  -0.01
H6 3.57827 -0.11102 1.80330  0.05
H7 -2.33782 1.54830 -1.77048  0.19
H8 -0.61862 1.48221 -1.87884  0.14
H9 -0.38532 -0.73456 1.14903  0.14
H10 1.94415 -0.29717 -1.28558  -0.11

Force components x, y, z for each atom (eV/Å):
C -2.12 0.24 2.23
C 1.10 -0.28 -3.40
C 1.97 3.99 0.27
N -1.34 1.82 -2.96
N 1.29 -0.96 1.04
P -0.30 -2.00 0.41
H -0.47 -0.30 0.22
H 0.35 0.19 1.80
H -0.34 0.94 -0.13
H 0.38 -0.21 -0.77
H -1.33 -2.64 0.06
H -1.13 -0.24 -0.18
H 2.09 -1.60 1.69
H -0.62 -0.78 1.33
H 0.00 1.11 -1.70
H 0.46 0.73 0.09

As for the net charge: +1. The molar mass comes out at 105.10 u. The calculation puts the HOMO energy (alpha / beta) at -12.151 / -13.610 eV. The value obtained for the HOMO-LUMO gap (alpha / beta) is 9.31 / 5.55 eV. For the energy above the lowest of the compared OMol25 structures with the same formula, charge and spin, the calculation gives 0.0 kcal per mole. The LUMO energy (alpha / beta) is -2.838 / -8.064 eV. As for the spin multiplicity: 3. For the strongest force on any atom, the calculation gives 4.46 eV/A.

---

| no. | energy (eV) |
| --- | --- |
| 1 | -12390.8301 |
| 2 | -12395.8311 |
| 3 | -12394.1838 |
| 4 | -12395.5603 |
| 5 | -53084.7798 |
| 6 | -15530.9877 |